Record 1
{
  "formula": "C25H42BeCl3N4O3Si",
  "method": "ωB97M-V/def2-TZVPD",
  "spin_multiplicity": 1,
  "lumo_energy_ha": 0.0829,
  "charge": -1,
  "relative_energy_kj_mol": 387.01,
  "max_force_ha_per_bohr": 0.1213,
  "homo_energy_ev": -3.3,
  "symbols": ["C", "C", "H", "H", "H", "C", "C", "H", "H", "H", "H", "Be", "Cl", "Cl", "C", "O", "N", "C", "C", "H", "H", "H", "H", "H", "H", "H", "H", "H", "C", "C", "N", "H", "C", "O", "H", "H", "H", "H", "O", "C", "C", "C", "H", "C", "H", "C", "H", "C", "C", "H", "H", "H", "Si", "Cl", "C", "C", "C", "H", "H", "H", "H", "H", "H", "H", "H", "H", "N", "C", "C", "C", "N", "C", "C", "H", "H", "H", "H", "H", "H"],
  "positions_angstrom": [[2.526, -2.221, -0.849], [2.375, -1.299, -1.992], [1.601, -2.756, -0.611], [2.906, -1.629, 0.085], [3.255, -3.001, -1.079], [2.387, -1.730, -3.262], [2.517, -3.146, -3.672], [2.345, -1.019, -4.081], [1.702, -3.756, -3.258], [3.460, -3.615, -3.366], [2.462, -3.250, -4.759], [1.520, 1.550, 0.632], [3.061, 2.885, 0.758], [3.624, -0.537, 1.237], [0.485, 3.809, 0.011], [0.241, 2.590, 0.215], [-0.208, 4.834, 0.512], [-1.464, 4.645, 1.218], [0.503, 6.091, 0.669], [1.359, 4.070, -0.580], [-1.298, 4.242, 2.227], [-2.147, 3.999, 0.657], [-1.925, 5.625, 1.334], [1.241, 6.004, 1.481], [-0.210, 6.871, 0.928], [1.016, 6.348, -0.258], [-0.910, -5.034, 0.766], [-3.277, -5.200, -1.551], [-1.869, -5.224, 1.265], [-3.612, -5.516, -0.551], [-2.994, -4.726, 0.493], [-1.879, -4.702, 2.233], [-3.418, -3.458, 0.649], [-4.029, -2.757, -0.164], [-4.706, -5.413, -0.482], [-3.219, -3.078, 1.675], [-1.971, -6.298, 1.421], [-3.346, -6.565, -0.407], [1.851, 0.591, -0.468], [2.313, 0.211, -1.702], [0.604, 0.660, -3.629], [1.617, 1.084, -2.756], [0.278, -0.385, -3.632], [0.036, 1.553, -4.556], [3.382, 0.509, -1.695], [1.945, 2.439, -2.739], [-0.670, 1.191, -5.317], [0.429, 2.891, -4.569], [1.358, 3.347, -3.621], [2.687, 2.758, -2.004], [-0.013, 3.596, -5.272], [1.669, 4.397, -3.586], [-1.880, -1.287, 0.446], [-2.749, -0.618, 2.100], [-1.377, -2.009, -1.295], [-2.213, 0.491, -0.445], [-0.181, -1.760, 1.346], [-1.448, -1.173, -2.019], [-1.968, -2.811, -1.699], [-0.304, -2.279, -1.301], [-0.001, -2.829, 1.529], [-0.036, -1.303, 2.340], [0.663, -1.383, 0.749], [-2.027, 0.478, -1.532], [-1.477, 1.224, -0.065], [-3.224, 0.858, -0.291], [-0.527, 0.397, 6.187], [-0.053, 0.781, 4.973], [1.343, 0.752, 4.696], [1.762, 1.034, 3.420], [0.952, 1.316, 2.377], [-0.364, 1.427, 2.685], [-0.906, 1.213, 3.938], [0.093, 0.106, 6.921], [-1.535, 0.418, 6.376], [2.071, 0.436, 5.455], [2.816, 1.041, 3.158], [-1.025, 1.684, 1.867], [-1.992, 1.318, 4.084]],
  "forces_ev_per_a": [[0.297, -0.113, 0.896], [-0.635, 0.541, -0.858], [-0.123, 0.047, -0.003], [-0.929, -1.358, -1.669], [0.144, -0.078, -0.079], [0.259, 0.678, 0.221], [-0.083, -0.878, -0.202], [0.007, 0.039, 0.122], [0.168, -0.018, 0.025], [-0.071, 0.067, 0.121], [-0.022, 0.038, -0.017], [1.108, -0.222, -0.569], [0.640, 0.774, 0.520], [1.604, 0.630, 2.377], [0.154, -1.533, 0.318], [-1.024, 2.260, -0.335], [-0.269, -0.425, -0.423], [0.101, -0.064, 0.446], [0.199, 0.051, 0.192], [0.006, 0.215, 0.054], [-0.093, -0.094, -0.210], [0.304, -0.013, 0.116], [-0.074, -0.033, -0.076], [-0.125, 0.105, -0.253], [0.021, 0.045, -0.143], [0.020, 0.036, 0.087], [-0.235, 0.018, 0.086], [-0.167, -0.115, 0.219], [-0.049, 0.254, 0.247], [0.093, -0.053, -0.547], [-0.521, 0.171, -0.257], [0.211, -0.248, -0.241], [-0.475, 0.191, 0.368], [0.244, -0.913, 0.796], [0.407, 0.024, -0.143], [0.301, -0.038, -0.312], [-0.083, 0.025, 0.096], [-0.013, 0.105, -0.004], [-2.119, -1.039, -0.284], [0.711, 0.596, 0.424], [-0.069, 0.256, -0.316], [-0.544, -0.288, -0.122], [0.193, 0.423, 0.054], [0.291, -0.064, 0.089], [0.010, 0.002, -0.361], [0.107, 0.253, -0.280], [0.194, 0.138, 0.497], [-0.042, 0.137, 0.368], [0.105, -0.285, -0.008], [-0.137, 0.014, -0.196], [0.102, -0.188, 0.055], [-0.198, -0.343, -0.103], [4.355, 2.349, -3.795], [-2.629, -0.162, 2.505], [-0.005, -0.284, -0.250], [1.039, -0.391, 0.130], [-0.463, 0.547, 0.257], [-0.124, -0.613, 0.571], [-0.171, -0.605, -0.238], [-0.516, -0.103, 0.322], [-0.204, 0.046, -0.423], [-0.354, -0.018, -0.287], [-0.230, -0.134, -0.081], [-0.148, -0.048, 0.513], [-0.526, -0.222, -0.023], [-0.164, 0.046, 0.307], [-1.231, 0.096, 0.424], [0.826, 0.167, -0.588], [-0.974, -0.184, 0.233], [0.711, 0.152, -0.806], [-1.180, -0.046, 0.782], [0.498, -0.053, -0.109], [0.190, -0.082, 0.327], [-0.040, 0.024, -0.085], [1.049, -0.049, -0.150], [-0.361, 0.249, -0.346], [-0.039, -0.253, 0.000], [0.152, -0.017, 0.068], [0.641, -0.143, -0.040]]
}

=====

Record 2
{
  "formula": "C25H42BrHgN3OS3SbSi3",
  "method": "ωB97M-V/def2-TZVPD",
  "spin_multiplicity": 2,
  "lumo_energy_ha": [0.1280, 0.1280],
  "charge": -2,
  "max_force_ha_per_bohr": 0.0667,
  "homo_energy_ev": [1.0, 1.3],
  "symbols": ["Hg", "S", "C", "S", "C", "N", "N", "C", "C", "C", "C", "C", "C", "S", "H", "H", "H", "H", "H", "Br", "C", "C", "C", "N", "C", "C", "H", "H", "H", "H", "C", "O", "C", "C", "H", "H", "H", "H", "H", "H", "C", "Si", "C", "C", "Sb", "Si", "C", "C", "C", "Si", "C", "C", "C", "H", "H", "H", "H", "H", "H", "H", "H", "H", "H", "H", "H", "H", "H", "H", "H", "H", "H", "H", "H", "H", "H", "H", "H", "H", "H", "H"],
  "positions_angstrom": [[-1.827, 0.622, -0.628], [-8.651, -2.744, -2.899], [-7.133, -2.247, -2.533], [-6.499, -2.723, -0.928], [-5.123, -1.687, -1.145], [-5.058, -1.134, -2.403], [-6.206, -1.397, -3.089], [-6.449, -0.666, -4.279], [-5.675, 0.492, -4.431], [-5.563, 1.092, -5.678], [-6.405, 0.664, -6.736], [-7.206, -0.437, -6.565], [-7.209, -1.153, -5.311], [-4.148, -1.271, 0.149], [-5.013, 0.858, -3.688], [-4.992, 2.067, -5.796], [-6.390, 1.218, -7.675], [-7.912, -0.616, -7.346], [-7.952, -1.962, -5.101], [0.309, -7.871, 1.176], [-0.853, -6.532, 1.894], [-1.458, -6.668, 3.166], [-2.185, -5.609, 3.647], [-2.242, -4.404, 3.058], [-1.652, -4.347, 1.834], [-1.020, -5.380, 1.211], [-1.281, -7.592, 3.715], [-2.630, -5.678, 4.627], [-1.600, -3.352, 1.350], [-0.607, -5.388, 0.193], [-2.383, 0.005, -4.186], [-2.407, 1.355, -3.644], [-2.007, 1.796, -2.449], [-1.933, 3.275, -2.529], [-2.036, 0.173, -5.200], [-3.359, -0.406, -4.109], [-1.728, -0.681, -3.607], [-2.333, 3.587, -3.460], [-0.898, 3.604, -2.596], [-2.375, 3.776, -1.712], [1.687, -0.677, 4.387], [3.343, 0.191, 3.963], [3.850, 1.640, 5.166], [4.600, -1.159, 4.111], [3.025, 0.696, 1.426], [2.278, 3.373, 1.455], [3.516, 4.586, 2.310], [2.148, 3.905, -0.387], [0.589, 3.423, 2.303], [5.478, 0.491, 0.507], [5.705, 1.090, -1.262], [6.594, 1.510, 1.720], [5.707, -1.388, 0.584], [1.620, -0.753, 5.580], [1.450, -1.596, 3.818], [0.983, 0.113, 4.170], [2.897, 2.106, 5.608], [4.309, 2.535, 4.693], [4.502, 1.302, 5.965], [4.241, -2.072, 3.588], [4.927, -1.358, 5.129], [5.523, -0.855, 3.607], [2.919, 5.496, 2.369], [4.325, 4.929, 1.609], [4.013, 4.372, 3.271], [2.325, 4.979, -0.494], [1.052, 3.795, -0.694], [2.750, 3.289, -1.080], [0.602, 2.829, 3.228], [-0.255, 3.004, 1.747], [0.428, 4.409, 2.703], [4.810, 1.639, -1.537], [5.853, 0.270, -2.011], [6.575, 1.724, -1.240], [6.925, 2.426, 1.223], [7.451, 0.939, 1.936], [6.173, 1.657, 2.708], [4.740, -1.967, 0.677], [6.421, -1.837, 1.325], [6.010, -1.695, -0.476]],
  "forces_ev_per_a": [[0.841, -0.246, 1.421], [-1.276, -0.296, -0.864], [1.906, 0.580, 1.589], [-0.265, 0.360, -1.422], [0.393, 1.617, -1.859], [0.191, -0.691, 2.675], [-2.600, -1.635, 0.293], [1.622, 0.019, 0.313], [0.515, 0.209, -1.739], [-0.994, 1.360, -0.278], [1.201, 0.450, 0.505], [-0.063, -0.207, 1.872], [-1.734, 0.254, -1.709], [0.258, -0.446, -0.028], [0.172, 0.062, 0.954], [-0.484, -1.574, 0.232], [-0.099, -0.190, 0.130], [-0.373, -0.742, -0.300], [1.090, 0.643, -0.478], [-0.369, 0.032, 0.231], [-0.432, -1.050, 1.950], [1.154, -1.175, -1.297], [0.297, 0.932, 0.171], [0.655, -0.850, -1.320], [-0.913, 2.471, 0.987], [0.854, -0.803, -1.749], [-0.306, 0.294, 0.064], [-0.264, -0.036, 0.147], [-0.499, -0.537, 0.336], [-0.228, 0.841, 0.481], [1.254, 1.260, 1.797], [-0.956, -0.814, -3.190], [0.171, -0.541, 0.917], [1.146, -0.608, -0.259], [-0.039, -0.478, -0.208], [-0.829, -0.378, -0.234], [0.014, 0.563, -0.293], [-0.937, 0.559, -1.002], [0.620, 0.243, 0.232], [-0.632, 0.662, 0.999], [0.604, 1.101, 2.541], [-0.372, 0.057, -0.271], [-1.787, 0.993, -0.331], [1.030, -0.350, -0.653], [-0.378, 1.047, -0.187], [0.609, -1.272, -0.388], [0.469, 0.352, -0.975], [-1.613, -0.328, 0.163], [0.646, -0.692, 0.721], [-1.027, 0.334, 1.666], [-0.158, -1.043, -0.159], [-0.606, -0.402, -1.000], [0.057, -1.591, -1.085], [0.121, -0.423, -2.481], [0.206, 0.559, 0.520], [-0.781, -0.096, -0.295], [1.196, -0.881, -0.322], [-0.006, -0.839, -0.067], [0.004, -0.115, 0.231], [0.193, 0.425, 0.511], [-0.347, -0.297, 0.251], [0.020, -0.048, -0.147], [-0.163, 0.235, 0.541], [-0.520, -0.742, 0.368], [-0.568, -0.095, -0.341], [0.421, -0.070, -0.101], [1.354, -0.204, 0.354], [-0.187, 0.496, 0.360], [0.269, -0.201, -0.176], [0.176, 0.282, -0.301], [-0.433, 0.796, -0.254], [0.049, 0.273, -0.216], [-0.103, 0.633, 0.699], [0.316, 0.461, -0.356], [-0.195, 0.150, 0.330], [1.597, -0.814, 0.043], [-0.541, 0.449, -0.130], [0.803, 0.903, 0.248], [-0.517, 0.573, -0.700], [0.102, 0.270, 1.323]]
}

=====

Record 3
{
  "formula": "C25H42Cl2MnO2P2",
  "method": "ωB97M-V/def2-TZVPD",
  "spin_multiplicity": 5,
  "lumo_energy_ha": [-0.1614, -0.1208],
  "charge": 1,
  "relative_energy_kj_mol": 0.00,
  "max_force_ha_per_bohr": 0.0670,
  "homo_energy_ev": [-10.5, -11.3],
  "symbols": ["Mn", "C", "C", "C", "C", "C", "C", "H", "H", "H", "C", "H", "H", "H", "C", "H", "H", "H", "C", "H", "H", "H", "C", "H", "H", "H", "C", "C", "C", "C", "C", "C", "C", "C", "H", "H", "H", "H", "H", "H", "H", "H", "H", "H", "H", "H", "P", "C", "C", "P", "C", "C", "C", "H", "H", "H", "H", "H", "H", "H", "H", "H", "H", "H", "H", "H", "H", "Cl", "C", "Cl", "C", "O", "O", "H"],
  "positions_angstrom": [[0.011, -0.074, -0.611], [-0.949, -1.699, 0.681], [0.379, -2.045, 0.206], [0.570, -0.426, 1.872], [-0.801, -0.737, 1.731], [1.314, -1.195, 0.922], [-2.201, -2.443, 0.391], [-2.181, -2.906, -0.600], [-3.070, -1.776, 0.452], [-2.361, -3.246, 1.127], [-1.873, -0.255, 2.631], [-2.866, -0.478, 2.227], [-1.783, 0.831, 2.771], [-1.814, -0.721, 3.627], [1.146, 0.428, 2.937], [1.184, -0.092, 3.906], [0.541, 1.334, 3.073], [2.170, 0.730, 2.689], [2.792, -1.336, 0.934], [3.113, -2.024, 1.731], [3.274, -0.371, 1.133], [3.172, -1.732, -0.013], [0.731, -3.237, -0.606], [0.903, -4.109, 0.046], [1.655, -3.078, -1.179], [-0.078, -3.512, -1.296], [-1.688, 1.362, -6.001], [-1.880, 0.049, -6.237], [-1.065, -0.775, -7.185], [0.403, -0.333, -7.414], [1.180, 0.101, -6.213], [1.286, 1.379, -5.799], [0.569, 2.534, -6.431], [-0.873, 2.246, -6.895], [-1.550, -0.786, -8.177], [0.433, 0.439, -8.193], [-1.069, -1.819, -6.835], [-0.855, 1.834, -7.911], [-2.282, 1.895, -5.250], [-2.785, -0.459, -5.869], [-1.390, 3.216, -6.959], [0.558, 3.368, -5.713], [1.985, 1.669, -5.005], [1.129, 2.892, -7.313], [0.925, -1.209, -7.829], [1.795, -0.687, -5.768], [-1.342, 0.449, -2.380], [-2.874, 1.377, -2.311], [-1.493, -1.080, -3.341], [1.439, 0.985, -2.117], [-0.025, 1.516, -3.132], [2.485, -0.173, -3.047], [2.411, 2.417, -1.607], [-2.724, 2.232, -1.629], [-3.630, 0.699, -1.885], [-3.218, 1.748, -3.288], [-1.515, -0.863, -4.411], [-2.442, -1.556, -3.062], [-0.683, -1.798, -3.153], [2.845, 2.957, -2.462], [3.224, 2.039, -0.967], [1.803, 3.108, -1.002], [-0.237, 2.591, -2.990], [0.053, 1.293, -4.203], [3.432, -0.242, -2.494], [2.704, 0.109, -4.082], [2.026, -1.170, -3.051], [-1.349, 3.508, 2.940], [-0.849, 4.205, 1.376], [0.747, 5.007, 1.446], [-0.751, 3.128, 0.253], [-1.083, 3.548, -0.875], [-0.332, 1.983, 0.598], [-1.593, 4.953, 1.080]],
  "forces_ev_per_a": [[-0.121, 0.788, 3.352], [1.525, -0.560, -0.492], [-0.370, 0.459, 0.978], [-1.298, -0.400, 0.110], [1.385, 0.310, 0.304], [-1.048, -0.958, -0.574], [-0.450, -0.043, -0.252], [-0.039, 0.058, 0.149], [0.109, -0.201, -0.075], [0.121, 0.196, -0.131], [-0.401, 0.534, 0.068], [0.141, 0.110, 0.117], [-0.115, -0.284, -0.021], [0.106, 0.034, -0.294], [0.120, 0.633, 0.140], [-0.053, -0.019, -0.298], [0.207, -0.189, -0.054], [-0.197, 0.034, 0.108], [0.478, 0.179, -0.223], [-0.173, 0.135, -0.163], [-0.018, -0.226, -0.073], [-0.016, 0.051, 0.145], [0.159, -0.466, -0.321], [-0.030, 0.206, -0.196], [-0.254, -0.107, 0.035], [0.266, 0.053, 0.076], [-0.830, -0.629, -0.357], [-0.602, 1.013, -0.378], [0.181, -0.152, -0.373], [-0.122, -0.398, -0.536], [0.550, 0.844, 0.273], [0.570, -0.823, -0.830], [-0.037, 0.410, -0.046], [0.343, 0.356, -0.099], [0.023, -0.140, 0.290], [0.120, -0.266, 0.262], [-0.053, 0.256, -0.067], [-0.153, 0.177, 0.355], [-0.052, -0.340, -0.285], [0.608, 0.276, 0.346], [0.095, -0.289, -0.065], [0.025, -0.144, -0.186], [-0.223, -0.282, -0.339], [-0.020, -0.047, 0.361], [-0.149, 0.295, -0.028], [-0.215, 0.294, 0.157], [0.029, 0.680, -0.354], [-0.704, 0.011, 0.088], [-0.217, -0.203, -0.450], [-0.160, 0.427, -0.429], [-0.118, -0.255, -0.142], [0.380, -0.133, -0.148], [0.372, 0.263, 0.080], [0.083, -0.374, -0.304], [0.059, 0.286, -0.150], [0.176, -0.242, 0.300], [0.015, -0.118, 0.347], [0.189, 0.047, -0.006], [-0.105, 0.315, 0.190], [-0.142, -0.186, 0.223], [-0.181, 0.158, -0.209], [0.052, -0.328, -0.278], [-0.017, -0.505, 0.256], [0.055, 0.042, 0.488], [-0.176, -0.064, -0.100], [-0.008, 0.043, 0.403], [0.051, 0.251, 0.018], [0.201, 0.331, -0.212], [-0.180, -0.259, -0.385], [-0.228, -0.118, 0.181], [-0.291, 0.439, -0.406], [0.420, -0.746, 0.720], [0.015, -0.291, -0.803], [0.337, -0.206, 0.215]]
}

=====

Which energy belongs to each record? In order, -3107.5265; -6247.8900; -3882.1273 hartree.